(1)
A molecular structure, C31H47BN11O8PW. Source: OMol25; level of theory: wB97M-V/def2-TZVPD.

Atoms and positions in Å:
W -0.431 1.011 0.072
C 3.046 -2.130 5.969
O 2.794 -1.839 4.606
C 2.888 -2.840 3.697
C 3.137 -4.178 4.004
C 3.206 -5.133 3.007
C 3.033 -4.783 1.679
C 2.801 -3.459 1.356
C 2.717 -2.491 2.346
N 2.503 -1.135 1.938
C 1.364 -0.456 2.061
N 0.373 -0.948 2.787
C -0.922 -0.394 2.894
C -1.517 0.398 1.894
C -2.835 0.791 2.174
C -3.499 0.444 3.338
C -2.879 -0.316 4.312
C -1.580 -0.745 4.091
O -0.846 -1.480 4.973
C -1.456 -1.831 6.203
N 1.165 0.711 1.370
C 1.037 1.909 2.098
C 0.287 2.921 1.462
C 0.049 4.135 2.095
C 0.561 4.333 3.367
C 1.321 3.357 3.991
C 1.574 2.134 3.375
O 2.357 1.146 3.880
C 3.269 1.502 4.906
H 2.964 -1.182 6.497
H 4.048 -2.543 6.113
H 2.305 -2.825 6.370
H 3.275 -4.485 5.028
H 3.394 -6.160 3.275
H 3.085 -5.532 0.906
H 2.670 -3.158 0.328
H 3.259 -0.682 1.441
H 0.545 -1.728 3.414
H -3.384 1.409 1.479
H -4.509 0.782 3.497
H -3.402 -0.548 5.224
H -0.702 -2.374 6.770
H -2.325 -2.474 6.037
H -1.757 -0.944 6.766
H 0.106 2.843 0.334
H -0.517 4.908 1.600
H 0.392 5.270 3.870
H 1.713 3.552 4.975
H 3.986 0.686 4.956
H 2.775 1.600 5.876
H 3.790 2.432 4.658
B -4.028 3.739 -0.893
C -2.972 2.706 -0.643
N -2.146 1.890 -0.405
H -4.970 3.259 -1.441
H -3.526 4.587 -1.559
H -4.291 4.133 0.201
N -3.499 -0.089 -3.140
C -3.156 -0.785 -1.882
P -1.515 -1.703 -1.751
O -1.846 -3.161 -1.647
O -0.678 -1.168 -0.607
C -0.582 -1.742 -3.409
N -0.733 -3.140 -3.842
H -4.396 0.399 -3.028
H -3.586 -0.740 -3.922
H -2.755 0.718 -3.447
H -3.897 -1.557 -1.665
H -3.167 -0.062 -1.059
H 0.457 -1.511 -3.177
H -0.927 -1.034 -4.157
H 0.142 -3.634 -4.024
H -1.340 -3.255 -4.655
H -1.249 -3.553 -2.906
O -0.602 2.905 -2.366
N -1.043 1.866 -2.803
O -1.850 1.777 -3.751
O -0.711 0.761 -2.242
C 2.137 1.293 -2.664
N 2.026 1.837 -1.283
C 2.268 3.311 -1.397
N 3.529 3.611 -2.030
C 3.563 3.029 -3.365
N 3.403 1.576 -3.295
C 4.478 1.020 -2.485
N 4.462 1.585 -1.142
C 3.189 1.295 -0.529
C 4.612 3.036 -1.247
H 1.364 1.738 -3.295
H 1.995 0.206 -2.618
H 2.273 3.738 -0.389
H 1.461 3.761 -1.980
H 4.519 3.266 -3.836
H 2.752 3.453 -3.963
H 5.440 1.235 -2.950
H 4.346 -0.063 -2.408
H 3.187 1.733 0.476
H 3.072 0.205 -0.476
H 5.563 3.261 -1.733
H 4.610 3.470 -0.243

Summary:
Energy relative to the best compared isomer or geometry (same formula, charge and spin)   310.6 kJ/mol
<S²>   2.02
Multiplicity   3
HOMO energy (alpha / beta)   -0.476 / -0.475 Eh
Net charge   +2

(2)
A molecular structure, C31H47Br21N3OPS2. Source: OMol25; level of theory: wB97M-V/def2-TZVPD.

Atoms and positions in Å:
O -7.750 5.091 1.436
P -7.384 4.491 -0.121
Br -9.069 2.976 -0.529
C -5.827 3.426 -0.127
C -5.248 3.056 -1.576
C -3.995 2.145 -1.700
S -3.332 1.657 -3.378
C -3.290 1.593 -0.411
N -2.145 0.732 -0.262
S -1.814 0.432 1.404
N -3.071 1.331 2.141
C -3.807 1.935 1.040
C -5.098 2.865 1.131
C -5.639 3.165 2.592
C -5.172 4.285 3.552
C -5.829 4.428 4.918
N -6.841 3.664 5.569
C -7.240 2.652 4.646
C -6.776 2.333 3.231
H -7.293 5.938 1.632
H -5.760 3.458 -2.535
H -4.012 0.446 -3.619
H -4.349 5.009 3.225
H -5.445 5.315 5.557
H -8.069 1.957 5.060
H -7.261 1.481 2.641
Br -0.050 1.169 -2.829
C 1.744 0.584 -2.341
C 1.789 -0.904 -2.100
Br 1.017 -1.362 -0.368
H 2.045 1.171 -1.473
H 2.373 0.854 -3.192
H 2.822 -1.254 -2.053
H 1.249 -1.480 -2.852
Br -6.962 4.026 -4.361
C -7.471 2.758 -5.752
C -6.332 1.826 -6.085
Br -4.992 2.712 -7.190
H -7.817 3.342 -6.605
H -8.311 2.202 -5.335
H -6.688 0.987 -6.687
H -5.816 1.444 -5.204
Br 7.482 -3.471 -0.409
C 5.627 -2.911 -0.193
C 4.713 -3.671 -1.121
Br 4.845 -3.003 -2.950
H 5.601 -1.832 -0.346
H 5.385 -3.131 0.850
H 3.669 -3.521 -0.838
H 4.926 -4.740 -1.157
Br 5.275 -7.202 0.822
C 4.770 -8.399 -0.631
C 5.911 -8.591 -1.597
Br 6.117 -7.036 -2.751
H 3.877 -7.979 -1.095
H 4.511 -9.343 -0.146
H 5.709 -9.424 -2.273
H 6.871 -8.754 -1.106
Br -1.360 3.013 4.116
C 0.540 2.619 4.315
C 1.397 3.669 3.629
Br 1.391 3.404 1.696
H 0.697 1.612 3.924
H 0.716 2.613 5.381
H 2.441 3.569 3.930
H 1.072 4.687 3.809
Br -9.804 -0.191 -4.319
C -10.999 0.943 -3.276
C -11.713 1.940 -4.155
Br -10.533 3.408 -4.658
H -10.397 1.408 -2.496
H -11.713 0.256 -2.817
H -12.536 2.410 -3.613
H -12.094 1.506 -5.080
Br 8.381 -5.509 -5.281
C 9.699 -6.782 -5.946
C 9.083 -8.140 -6.175
Br 8.816 -9.088 -4.493
H 10.520 -6.795 -5.229
H 10.053 -6.357 -6.888
H 9.757 -8.774 -6.755
H 8.115 -8.096 -6.674
Br 4.034 -4.806 3.121
C 2.828 -3.672 4.150
C 2.120 -2.680 3.260
Br 3.300 -1.211 2.759
H 3.423 -3.202 4.933
H 2.112 -4.359 4.605
H 1.291 -2.210 3.793
H 1.749 -3.120 2.333
Br 10.939 -1.674 -0.300
C 9.874 -0.094 -0.713
C 9.537 0.682 0.538
Br 8.110 -0.184 1.545
H 8.995 -0.436 -1.260
H 10.501 0.504 -1.378
H 9.146 1.669 0.283
H 10.382 0.795 1.216
Br 0.815 4.511 5.869
C 0.307 5.387 7.538
C 1.419 6.264 8.060
Br 2.829 5.202 8.887
H 0.015 4.600 8.234
H -0.570 5.988 7.287
H 1.053 6.918 8.855
H 1.890 6.870 7.286

Summary:
Multiplicity   1
HOMO energy   -0.319 Eh

(3)
A molecular structure, C31H47BrO2P2Sm. Source: OMol25; level of theory: wB97M-V/def2-TZVPD.

Atoms and positions in Å:
Sm 0.558 0.198 1.644
C 0.646 -1.116 3.802
C 1.051 -2.162 2.929
C 2.697 -0.514 2.847
C 1.699 -0.079 3.769
C 2.294 -1.792 2.331
C -0.554 -1.199 4.658
H -1.349 -1.822 4.222
H -0.969 -0.197 4.772
H -0.324 -1.578 5.662
C 1.678 1.310 4.252
H 0.671 1.489 4.648
H 1.819 2.084 3.468
H 2.412 1.500 5.036
C 3.856 0.305 2.411
H 4.670 0.313 3.151
H 3.555 1.356 2.250
H 4.249 -0.078 1.461
C 3.140 -2.657 1.456
H 3.874 -3.247 2.043
H 3.695 -2.029 0.740
H 2.514 -3.363 0.890
C 0.416 -3.511 2.863
H 0.893 -4.228 3.555
H 0.490 -3.919 1.850
H -0.643 -3.453 3.133
C -1.590 0.709 0.779
C -1.827 -0.407 1.542
C -2.191 -1.760 0.983
C -1.374 -2.235 -0.224
C 0.105 -1.910 -0.209
C 0.662 -0.806 -0.783
C -0.189 0.283 -1.447
C -1.481 0.729 -0.742
H -3.253 -1.791 0.686
H -1.877 -1.884 -1.137
H -2.109 -2.475 1.810
H -2.330 0.193 -1.195
H -1.469 1.711 1.280
H -2.046 -0.306 2.623
H -1.623 1.783 -1.014
H 0.482 1.143 -1.607
H 1.756 -0.766 -1.007
H -0.511 0.019 -2.473
H -1.477 -3.333 -0.255
H 0.740 -2.767 0.066
P -0.708 0.819 -5.707
P 1.853 0.304 -7.483
C -0.937 0.827 -7.568
C 0.372 1.078 -8.327
H -1.668 1.615 -7.801
H -1.374 -0.144 -7.844
H 0.320 0.680 -9.351
H 0.591 2.155 -8.382
C 3.183 1.022 -8.531
H 4.122 0.510 -8.291
H 3.294 2.082 -8.275
H 2.971 0.920 -9.601
C 1.748 -1.354 -8.288
H 1.666 -1.263 -9.379
H 0.883 -1.897 -7.888
H 2.660 -1.907 -8.028
C -1.691 2.326 -5.305
H -1.798 2.399 -4.215
H -2.682 2.289 -5.777
H -1.142 3.206 -5.663
C -1.956 -0.459 -5.257
H -1.575 -1.441 -5.562
H -2.919 -0.269 -5.747
H -2.089 -0.462 -4.166
Br 0.983 0.330 6.851
C -0.714 1.387 6.867
C -1.039 1.465 8.217
C -2.141 2.158 8.671
C -2.973 2.802 7.740
C -2.664 2.709 6.390
C -1.523 2.015 5.898
C -1.541 2.154 4.365
O -2.356 2.970 3.918
O -0.720 1.484 3.593
H -0.383 0.956 8.939
H -2.340 2.188 9.749
H -3.854 3.378 8.056
H -3.293 3.224 5.664

Summary:
<S²>   8.78
Multiplicity   6
HOMO energy (alpha / beta)   -0.353 / -0.353 Eh
Net charge   +1